{"formula": "C14H17F8GaNO7", "method": "ωB97M-V/def2-TZVPD", "gap_ev": 8.6, "max_force_ev_per_a": 9.6, "multiplicity": 1, "e_lumo_ev": 2.4661, "homo_ev": -6.175, "total_charge": -1, "symbols": ["C", "C", "C", "O", "O", "C", "C", "Ga", "C", "O", "N", "C", "O", "F", "C", "F", "F", "C", "F", "F", "C", "F", "F", "F", "H", "H", "H", "H", "H", "H", "H", "H", "H", "H", "H", "C", "C", "C", "O", "C", "O", "O", "H", "H", "H", "H", "H", "H"], "coordinates": [[-4.4410, -2.6194, -0.4491], [-4.1935, -1.8297, 1.0045], [-3.3713, -0.4272, 0.6436], [-3.5368, 0.0060, -0.6374], [-2.4923, 0.2822, 1.6258], [-1.7695, 1.3542, 0.9170], [-0.6750, 2.1689, 1.8295], [0.6787, 3.0176, 0.4550], [-0.3804, 3.3316, -1.2910], [-1.0104, 2.4135, -2.0280], [-0.4907, 4.7894, -1.7749], [0.8369, 5.5104, -1.6254], [0.9320, 6.4891, -0.6830], [1.9442, 5.1441, -2.5453], [2.2420, 1.6711, 0.3051], [1.7101, 0.2708, 0.2122], [2.9607, 1.7207, 1.6336], [3.3691, 2.0356, -0.8272], [3.7263, 3.4949, -0.8795], [4.6389, 1.3458, -0.3885], [3.0491, 1.4828, -2.3362], [3.3689, 2.6256, -3.2716], [1.6328, 1.1370, -2.5950], [4.0148, 0.3922, -2.7368], [-3.4169, -2.7091, -1.0548], [-5.1518, -1.9776, -1.1612], [-4.9595, -3.6681, -0.2976], [-5.2809, -1.4995, 1.3634], [-3.6465, -2.5018, 1.7913], [-2.4702, 2.1457, 0.4136], [-1.1522, 0.8139, 0.0497], [-1.1447, 3.0024, 2.5054], [-0.1125, 1.3940, 2.5419], [1.2657, 4.3681, 1.1201], [-1.2012, 5.2763, -1.1496], [2.1730, -4.8882, 1.5411], [1.5093, -4.0868, 0.4400], [1.0472, -2.7306, 0.8805], [-0.0314, -2.4733, -0.0009], [-0.5384, -3.6931, -0.3540], [-1.5982, -3.8585, -0.9338], [0.2979, -4.7027, 0.0329], [3.1071, -4.4196, 1.8645], [1.5116, -4.9899, 2.4086], [2.3896, -5.9044, 1.1945], [2.1688, -4.0253, -0.4343], [1.8248, -1.9689, 0.7739], [0.6657, -2.7103, 1.9074]], "atomic_forces_ev_per_a": [[0.1754, 0.6324, -0.7315], [-0.3744, 0.6771, -0.9192], [-0.2036, 1.9218, -5.1567], [1.3126, -2.2095, 8.3298], [-2.7267, -1.5791, -3.3579], [2.1822, 1.1728, -1.1221], [-0.8355, -1.4565, 0.5060], [-0.7458, 0.0494, 1.7437], [-2.8311, -4.5606, -4.6099], [3.4736, 5.7456, 4.2528], [2.7705, 0.5995, 0.4879], [-1.0629, 4.5079, 4.7998], [0.2434, -6.3438, -7.1969], [-3.8650, 0.9607, 3.0155], [0.6121, -0.4561, 1.3024], [2.0725, 2.9507, -0.2371], [-1.4619, -0.3895, -3.4172], [2.7200, -0.7238, 1.5532], [-1.5557, -4.8684, 0.2749], [-3.1456, 2.0068, -1.5717], [0.4132, 1.0460, -3.3423], [-1.1526, -3.9609, 2.7588], [5.3753, 0.8436, 1.0492], [-3.8641, 3.4482, 1.3773], [-2.4532, -0.0118, 1.6616], [1.5110, -1.2851, 1.8736], [1.2406, 2.0706, -0.0819], [2.5360, -0.6686, -0.3746], [-1.0689, 1.4755, -1.4816], [1.0034, -1.8336, 0.9796], [-1.5645, 1.2329, 1.7757], [0.6663, -1.6554, -1.2423], [-1.1284, 1.6587, -1.5093], [-0.0619, -0.4408, -0.4836], [1.6111, -0.4924, -0.8975], [-0.1072, -0.4439, 0.0138], [0.9918, -0.3951, 0.7788], [0.6799, 0.7550, 0.2694], [-0.7262, -0.9731, -0.4968], [-1.9338, 0.0689, -1.0430], [2.4519, 0.1532, 1.2014], [-0.8875, 0.5007, -0.4396], [-0.1239, -0.0062, -0.1105], [0.0478, 0.1652, -0.1417], [0.0851, 0.1913, -0.0039], [-0.0775, 0.1012, 0.0580], [-0.3187, -0.0264, -0.0621], [0.1010, -0.1552, -0.0321]], "mulliken_charge": [-0.759, -0.358, 0.478, -0.558, -0.393, -0.182, -0.543, 0.260, 0.279, -0.515, -0.287, 0.485, -0.498, -0.215, 0.391, -0.201, -0.344, 0.472, -0.239, -0.313, 0.643, -0.257, -0.156, -0.252, 0.202, 0.246, 0.310, 0.279, 0.251, 0.179, 0.165, 0.315, 0.179, -0.344, 0.350, -1.491, 0.635, -0.396, -0.118, 0.446, -0.575, -0.356, 0.379, 0.360, 0.361, 0.276, 0.196, 0.212]}

---

{"formula": "C14H17N", "method": "ωB97M-V/def2-TZVPD", "gap_ev": 8.4, "max_force_ev_per_a": 6.5, "multiplicity": 1, "e_lumo_ev": 0.9744, "homo_ev": -7.395, "e_above_lowest_kcal_mol": 110.6, "total_charge": 0, "symbols": ["C", "C", "C", "C", "N", "C", "C", "C", "C", "C", "C", "C", "C", "C", "C", "H", "H", "H", "H", "H", "H", "H", "H", "H", "H", "H", "H", "H", "H", "H", "H", "H"], "coordinates": [[2.9133, 1.6367, -2.0398], [2.7864, 1.4426, -0.4868], [3.0493, 0.2856, 0.1261], [2.6509, 0.0812, 1.4937], [1.3764, -0.6128, 1.6879], [0.5131, -0.7993, 0.8936], [-0.5404, -0.8023, 0.0873], [-0.6404, -2.0822, -0.9293], [0.7151, -2.1245, -1.7200], [-1.7116, -0.0939, 0.4558], [-2.8878, -0.4308, -0.1331], [-4.1066, 0.1491, 0.2189], [-4.0742, 1.0574, 1.2656], [-2.8656, 1.4272, 1.9035], [-1.6665, 0.9918, 1.3478], [2.7483, 2.5556, -2.4062], [3.8756, 1.1489, -2.3688], [2.2126, 0.8785, -2.4868], [2.4302, 2.3282, 0.0007], [3.3839, -0.5188, -0.4841], [2.6318, 1.0912, 2.0121], [3.3507, -0.6045, 1.9470], [-1.4687, -1.7337, -1.5660], [-0.9764, -2.9078, -0.2762], [0.4763, -1.5786, -2.6016], [1.0004, -3.1253, -1.8980], [1.4507, -1.6990, -0.9681], [-2.8825, -1.2565, -0.9758], [-5.0536, -0.1749, -0.2207], [-4.9569, 1.5569, 1.7557], [-2.8606, 2.1186, 2.6686], [-0.7299, 1.4458, 1.6582]], "atomic_forces_ev_per_a": [[0.9596, -6.1338, 2.0758], [0.4767, -0.0002, -2.3288], [-0.8384, 2.0659, -1.8222], [0.2162, 0.5400, 1.8478], [1.2598, -0.4565, 1.2901], [-1.7733, 1.1587, -1.4306], [1.6194, -3.4273, -0.9947], [0.1608, 2.7815, 1.3194], [-1.1539, 0.0827, 3.1828], [0.3510, 1.7852, 0.0568], [-2.0381, -2.2104, -2.4385], [0.0817, 0.2042, 0.6925], [-0.6733, 0.9359, 1.8829], [0.2108, -1.2873, -3.1946], [-0.8464, -0.2253, 0.8972], [-0.3955, 3.2588, -1.1488], [-0.5463, 1.1261, 0.2346], [0.0949, 1.0460, 0.2553], [-0.2531, 0.1203, 0.7220], [0.3282, -0.7721, -0.2365], [-0.0624, -1.4088, -0.2036], [0.4309, 0.2370, 0.7146], [0.6891, -0.9441, -0.1433], [0.4373, -0.0426, -0.7762], [0.8279, 0.6002, -0.7233], [0.3605, -1.0833, -0.6496], [-0.4139, -0.2419, -1.7659], [-0.3937, 1.9279, 2.1339], [0.4260, 0.2360, -0.0010], [0.5431, -0.9144, -1.0535], [-0.1052, 1.4393, 1.4649], [0.0199, -0.3976, 0.1406]], "mulliken_charge": [-1.133, -0.014, -0.189, -0.667, -0.447, 0.262, 0.185, -0.499, -0.819, 0.833, -0.086, -0.900, -0.184, -0.780, -0.421, 0.417, 0.300, 0.179, 0.331, 0.346, 0.297, 0.342, 0.124, 0.368, 0.377, 0.334, -0.056, 0.047, 0.369, 0.268, 0.466, 0.350]}